Density functional theory data (ωB97M-V/def2-TZVPD) for a 2-piece molecular cluster, C8H16N3O3 overall in a non-equilibrium geometry.

As for the LUMO energy: -3.65 eV. For the energy above the lowest of the compared OMol25 structures with the same formula, charge and spin, the calculation gives 6.105 eV. As for the molar mass: 202.23 g mol⁻¹. Its orbital gap is 7.33 eV. The net charge is +1.

Atoms and positions in Å:
H 2.123 0.809 3.510
N -2.817 -0.997 -2.891
C 0.853 0.198 1.840
C 3.568 -1.519 2.534
C -0.540 0.495 -3.327
O -0.041 0.127 -4.532
C -3.202 1.624 -3.296
H 1.059 -1.478 0.506
C 1.431 -1.184 1.495
H 1.112 -1.960 2.201
H 1.421 2.170 1.277
H -3.023 2.768 -3.500
N 1.552 1.198 0.975
H 3.017 -2.260 3.120
C -4.307 -0.625 -2.875
O 2.857 -1.095 1.371
H 0.504 1.502 3.527
O 0.375 0.944 -2.248
H -5.454 1.341 -3.145
H 2.562 0.977 0.987
H 4.515 -1.962 2.210
H -2.383 -1.952 -2.752
N -4.518 0.880 -3.102
H 1.264 1.117 -0.010
H -0.214 0.243 1.596
C -2.181 0.351 -3.162
H 3.798 -0.649 3.152
C 1.073 0.597 3.291
H -5.138 -1.465 -2.720
H 0.734 -0.195 3.967